{
  "formula": "H14O7",
  "method": "ωB97M-V with the def2-TZVPD basis set",
  "e_lumo_ev": 0.2,
  "multiplicity": 1,
  "energy_ha": -535.052898,
  "gap_ev": 10.3485,
  "smiles": "O.O.O.O.O.O.O",
  "e_homo_ev": -10.12,
  "de_lowest_kj_mol": 186.3,
  "species": ["O", "H", "H", "O", "H", "H", "O", "H", "H", "O", "H", "H", "O", "H", "H", "O", "H", "H", "O", "H", "H"],
  "coordinates": [[1.56495, 2.67752, -0.64610], [1.18795, 2.02852, -1.18610], [2.40695, 2.83752, -1.10110], [2.27895, -2.39548, 1.95690], [2.04695, -1.49748, 2.28290], [1.61895, -3.04548, 2.22490], [-1.32905, -0.96148, -1.62610], [-0.53805, -1.52348, -1.62810], [-1.65805, -0.93848, -0.73110], [1.14495, -1.77148, -1.10010], [1.08395, -1.07148, -0.39610], [1.79995, -1.42548, -1.72410], [-2.44205, -0.88448, 1.18790], [-3.00805, -0.09148, 1.16490], [-2.90005, -1.65548, 1.44590], [-1.51305, 2.95052, -0.79210], [-1.69705, 2.50552, -1.55710], [-0.67205, 3.29952, -0.89910], [0.56095, 0.15752, 0.81890], [0.07095, 1.00152, 0.77590], [-0.00805, -0.19648, 1.52890]],
  "forces_ev_per_a": [[1.28, 1.58, 0.67], [-1.16, -1.83, -1.17], [-0.20, 0.20, 0.42], [0.17, 0.73, 0.16], [-0.07, -1.19, -0.24], [-0.05, 0.51, 0.10], [-0.43, 0.21, -0.89], [0.02, 0.20, 0.25], [-0.03, -0.14, 0.52], [0.60, 0.66, 0.33], [-0.01, -0.73, -0.68], [-0.19, -0.24, 0.21], [1.24, 1.96, -0.54], [0.01, -0.91, 0.15], [-1.21, -0.96, 0.43], [-1.67, 0.63, 3.36], [-0.87, -1.91, -3.08], [2.61, 1.18, -0.17], [-1.24, 0.74, 1.32], [0.74, 0.07, -0.80], [0.44, -0.76, -0.37]]
}

***

{
  "formula": "C8H9Cl3NP",
  "method": "ωB97M-V with the def2-TZVPD basis set",
  "e_lumo_ev": 0.2,
  "multiplicity": 1,
  "energy_ha": -2086.927951,
  "gap_ev": 8.8333,
  "smiles": "N=P(Cl)(Cl)Cl.C=Cc1ccccc1",
  "e_homo_ev": -8.64,
  "de_lowest_kj_mol": 5.5,
  "species": ["N", "P", "Cl", "Cl", "Cl", "H", "C", "C", "C", "C", "C", "C", "C", "C", "H", "H", "H", "H", "H", "H", "H", "H"],
  "coordinates": [[1.95872, 1.44448, -0.20238], [2.88091, 0.23652, -0.14365], [4.69181, 0.97201, 0.08191], [2.44341, -1.24861, 1.13060], [2.95716, -0.84170, -1.82187], [1.06471, 1.66983, 0.02612], [-1.42818, 2.45018, 1.05732], [-0.89871, 1.25655, 1.37006], [-0.83152, 0.13692, 0.47132], [-0.85897, -1.17246, 1.05109], [-0.72195, -2.26614, 0.17381], [-0.75473, -2.11380, -1.18833], [-1.01893, -0.86231, -1.70832], [-1.01410, 0.29913, -0.96221], [-1.64540, 2.72331, -0.00829], [-1.22290, 3.21181, 1.83102], [-0.65895, 0.99014, 2.41305], [-0.97029, -1.14843, 2.14420], [-0.70970, -3.35073, 0.48921], [-0.88140, -2.93307, -1.95328], [-1.34137, -0.69266, -2.71030], [-1.03959, 1.23904, -1.54107]],
  "forces_ev_per_a": [[3.78, -1.28, -0.54], [-2.44, 1.85, -0.41], [0.85, -0.47, 0.26], [0.61, -0.01, 0.51], [0.36, -0.27, -0.55], [-2.72, 0.33, 0.72], [1.87, 0.38, 0.03], [-1.05, 0.49, 0.63], [-1.30, -1.36, -1.71], [0.58, 1.47, -1.58], [-0.35, -1.95, 1.38], [-1.30, -0.29, -1.69], [-0.16, 1.32, -0.07], [1.02, -0.94, 1.70], [-0.08, -0.17, 1.35], [-0.91, -0.05, -0.70], [0.11, 0.58, -0.45], [0.32, -0.78, -0.56], [0.10, 1.48, 0.25], [0.60, 0.50, 1.44], [0.31, -0.48, -0.93], [-0.18, -0.36, 0.94]]
}